# 1
{"formula": "C21H32N2O", "method": "wB97M-V/def2-TZVPD", "smiles": "CCCC[C@H](CC)C(=O)N1CCN(C/C=C/c2ccccc2)CC1", "gap_ev": 9.27, "relative_energy_kj_mol": 110.8, "homo_ev": -8.52, "total_charge": 0, "symbols": ["C", "C", "C", "C", "H", "H", "C", "C", "O", "N", "C", "H", "C", "N", "C", "C", "H", "H", "H", "H", "C", "C", "C", "C", "C", "C", "C", "C", "C", "H", "H", "H", "H", "H", "H", "H", "H", "H", "H", "H", "H", "C", "C", "H", "H", "H", "H", "H", "H", "H", "H", "H", "H", "H", "H", "H"], "positions_angstrom": [[2.408, 3.236, -0.566], [2.729, 2.427, 0.685], [4.190, 1.980, 0.753], [4.603, 0.970, -0.318], [4.439, 1.387, -1.312], [5.673, 0.781, -0.209], [3.838, -0.355, -0.216], [2.572, -0.282, -1.066], [2.536, 0.374, -2.091], [1.506, -1.029, -0.685], [1.340, -1.834, 0.499], [0.974, -2.820, 0.190], [0.294, -1.196, 1.418], [-0.962, -1.083, 0.704], [-0.790, -0.258, -0.480], [0.253, -0.889, -1.399], [-0.089, -1.879, -1.719], [0.429, -0.260, -2.273], [-0.466, 0.765, -0.214], [-1.749, -0.191, -0.998], [-2.041, -0.596, 1.548], [-3.356, -0.739, 0.852], [-4.270, 0.226, 0.779], [-5.575, 0.148, 0.138], [-5.984, -0.946, -0.628], [-7.234, -0.969, -1.215], [-8.105, 0.096, -1.053], [-7.713, 1.190, -0.300], [-6.462, 1.215, 0.286], [-6.163, 2.073, 0.872], [-8.385, 2.026, -0.171], [-9.082, 0.074, -1.513], [-7.532, -1.824, -1.805], [-5.317, -1.782, -0.771], [-4.055, 1.178, 1.252], [-3.516, -1.710, 0.407], [-1.882, 0.452, 1.858], [-2.052, -1.218, 2.451], [0.662, -0.211, 1.761], [0.144, -1.832, 2.295], [2.279, -1.968, 1.031], [4.664, -1.543, -0.742], [5.740, -1.992, 0.240], [5.292, -2.323, 1.175], [6.433, -1.185, 0.461], [6.307, -2.821, -0.179], [5.119, -1.256, -1.691], [3.995, -2.385, -0.940], [3.591, -0.530, 0.834], [4.378, 1.543, 1.739], [4.828, 2.863, 0.662], [2.077, 1.551, 0.723], [2.515, 3.034, 1.570], [3.094, 4.074, -0.665], [2.483, 2.614, -1.453], [1.394, 3.628, -0.511]]}

---

# 2
{"formula": "C21H32N2O4S", "method": "wB97M-V/def2-TZVPD", "smiles": "CCC[C@@H](C)NC(=O)CSc1ccccc1C(=O)OCC(=O)N[C@@H](C)CCC", "gap_ev": 9.04, "relative_energy_kj_mol": 0.9, "homo_ev": -8.83, "total_charge": 0, "symbols": ["C", "C", "C", "H", "C", "N", "C", "O", "C", "H", "H", "O", "C", "O", "C", "C", "C", "C", "C", "C", "S", "C", "C", "O", "N", "H", "C", "C", "H", "H", "H", "H", "C", "C", "C", "H", "H", "H", "H", "H", "H", "H", "H", "H", "H", "H", "H", "H", "H", "C", "H", "H", "H", "H", "H", "H", "H", "H", "H", "H"], "positions_angstrom": [[5.518, 0.864, 1.245], [4.067, 1.327, 1.287], [3.091, 0.297, 0.721], [2.071, 0.674, 0.836], [3.320, -0.065, -0.754], [2.376, -1.102, -1.140], [2.654, -2.410, -1.035], [3.723, -2.863, -0.690], [1.465, -3.319, -1.405], [1.790, -4.359, -1.367], [1.096, -3.063, -2.404], [0.406, -3.205, -0.456], [-0.503, -2.257, -0.635], [-0.473, -1.455, -1.548], [-1.508, -2.243, 0.454], [-1.065, -2.359, 1.769], [-1.951, -2.216, 2.819], [-3.291, -1.966, 2.562], [-3.749, -1.885, 1.260], [-2.864, -2.017, 0.199], [-3.447, -2.025, -1.478], [-4.506, -0.547, -1.491], [-3.803, 0.745, -1.076], [-4.446, 1.647, -0.575], [-2.496, 0.799, -1.350], [-2.012, -0.021, -1.701], [-1.671, 1.957, -1.081], [-0.902, 2.317, -2.350], [-0.276, 3.189, -2.181], [-1.593, 2.538, -3.160], [-0.271, 1.483, -2.653], [-2.351, 2.771, -0.814], [-0.710, 1.677, 0.080], [-1.407, 1.356, 1.403], [-2.259, 2.505, 1.931], [-2.603, 2.280, 2.937], [-1.683, 3.428, 1.963], [-3.133, 2.654, 1.303], [-2.038, 0.475, 1.276], [-0.640, 1.104, 2.140], [-0.067, 2.550, 0.215], [-0.081, 0.828, -0.200], [-5.389, -0.696, -0.871], [-4.830, -0.450, -2.529], [-4.798, -1.723, 1.069], [-3.987, -1.848, 3.378], [-1.600, -2.294, 3.836], [-0.017, -2.541, 1.954], [1.456, -0.811, -1.442], [3.154, 1.123, -1.692], [3.938, 1.854, -1.521], [3.216, 0.794, -2.727], [2.190, 1.602, -1.532], [4.314, -0.507, -0.866], [3.175, -0.625, 1.302], [3.786, 1.516, 2.326], [3.966, 2.271, 0.749], [5.617, -0.116, 1.705], [5.881, 0.800, 0.222], [6.152, 1.564, 1.785]]}

---

# 3
{"formula": "C21H32N4ORbS5Se", "method": "wB97M-V/def2-TZVPD", "gap_ev": 7.32, "relative_energy_kj_mol": 34.1, "homo_ev": -10.70, "total_charge": 1, "symbols": ["Rb", "C", "C", "S", "C", "C", "S", "C", "C", "S", "C", "C", "S", "H", "H", "H", "H", "H", "H", "H", "H", "H", "H", "H", "H", "H", "H", "H", "H", "C", "S", "C", "O", "H", "H", "H", "H", "H", "H", "Se", "N", "C", "C", "C", "C", "N", "C", "N", "H", "H", "H", "N", "C", "C", "C", "C", "C", "C", "H", "H", "H", "H", "H", "H", "H"], "positions_angstrom": [[-0.396, -0.411, 0.447], [2.162, -0.108, -3.396], [3.220, 0.145, -2.325], [2.854, -0.480, -0.664], [3.409, -2.204, -0.717], [2.664, -3.163, -1.646], [0.893, -3.289, -1.256], [0.206, -3.438, -2.930], [-1.310, -3.257, -2.937], [-1.953, -1.700, -2.271], [-1.871, -0.562, -3.674], [-0.492, -0.179, -4.207], [0.559, 0.612, -2.951], [2.501, 0.332, -4.335], [2.019, -1.174, -3.553], [4.176, -0.270, -2.647], [3.364, 1.219, -2.193], [4.473, -2.219, -0.958], [3.297, -2.534, 0.318], [2.767, -2.854, -2.685], [3.120, -4.149, -1.556], [0.688, -2.696, -3.562], [0.445, -4.427, -3.325], [-1.690, -3.386, -3.951], [-1.774, -4.025, -2.317], [-2.466, -0.973, -4.491], [-2.390, 0.325, -3.308], [0.032, -1.054, -4.588], [-0.622, 0.510, -5.042], [2.790, -2.294, 4.119], [2.046, -0.955, 3.194], [1.142, -0.245, 4.571], [1.016, -1.578, 2.299], [1.994, -2.892, 4.559], [3.450, -1.882, 4.882], [3.367, -2.890, 3.414], [1.838, 0.162, 5.304], [0.518, -1.021, 5.013], [0.519, 0.550, 4.162], [-3.880, 2.431, -0.077], [-4.694, 2.483, 1.478], [-4.343, 1.379, 2.117], [-4.798, 0.980, 3.408], [-4.297, -0.171, 3.911], [-3.335, -0.930, 3.168], [-2.877, -0.609, 1.993], [-3.382, 0.534, 1.442], [-2.994, 0.950, 0.246], [-5.512, 1.595, 3.939], [-4.600, -0.536, 4.883], [-2.939, -1.842, 3.603], [1.262, 2.064, 1.490], [0.536, 3.070, 0.807], [-0.442, 3.810, 1.469], [-1.178, 4.763, 0.784], [-0.972, 4.981, -0.573], [-0.008, 4.235, -1.236], [0.744, 3.291, -0.551], [2.152, 1.851, 1.059], [1.394, 2.289, 2.467], [-0.610, 3.647, 2.528], [-1.922, 5.343, 1.316], [-1.548, 5.729, -1.102], [0.173, 4.391, -2.292], [1.505, 2.723, -1.074]]}

---

# 4
{"formula": "C21H32N5OsS", "method": "wB97M-V/def2-TZVPD", "gap_ev": [5.92, 6.48], "relative_energy_kj_mol": 57.7, "homo_ev": [-17.93, -17.74], "total_charge": 3, "symbols": ["Os", "C", "N", "C", "C", "C", "C", "C", "C", "C", "N", "C", "C", "C", "C", "C", "C", "N", "C", "C", "H", "H", "H", "H", "H", "H", "H", "H", "H", "H", "H", "H", "H", "H", "H", "H", "H", "H", "H", "H", "C", "N", "C", "C", "S", "N", "C", "C", "H", "H", "H", "H", "H", "H", "H", "H", "H", "H", "H", "H"], "positions_angstrom": [[-0.812, 0.921, 0.005], [-0.938, -0.072, -2.868], [-1.588, -0.313, -1.528], [-3.058, 0.054, -1.601], [-1.478, -1.696, -1.057], [-1.683, -2.766, -1.889], [-1.657, -4.052, -1.348], [-1.464, -4.237, 0.019], [-1.273, -3.154, 0.855], [-1.245, -1.862, 0.312], [-0.982, -0.666, 1.014], [-0.755, -0.469, 2.401], [-0.301, -1.431, 3.307], [-0.118, -1.079, 4.631], [-0.360, 0.223, 5.058], [-0.756, 1.201, 4.147], [-0.924, 0.847, 2.834], [-1.370, 1.799, 1.802], [-2.879, 1.851, 1.774], [-0.818, 3.198, 1.990], [-1.501, -0.569, -3.656], [-0.946, 0.996, -3.063], [0.078, -0.454, -2.844], [-3.519, -0.544, -2.386], [-3.539, -0.178, -0.652], [-3.158, 1.110, -1.846], [-1.896, -2.628, -2.944], [-1.820, -4.907, -1.995], [-1.473, -5.235, 0.439], [-1.180, -3.327, 1.911], [-0.033, -2.423, 2.992], [0.233, -1.826, 5.334], [-0.227, 0.486, 6.100], [-0.924, 2.217, 4.482], [-3.223, 2.235, 2.733], [-3.197, 2.524, 0.977], [-3.279, 0.849, 1.631], [-1.321, 3.686, 2.822], [0.247, 3.145, 2.180], [-1.019, 3.763, 1.086], [3.229, -1.169, -2.153], [2.779, -0.344, -0.993], [2.816, -1.075, 0.305], [2.286, 0.878, -1.114], [1.318, 1.533, 0.279], [2.540, 1.687, -2.117], [3.842, 1.674, -2.858], [1.736, 2.895, -2.422], [2.846, -2.174, -1.990], [4.313, -1.221, -2.222], [2.812, -0.779, -3.074], [3.494, -1.914, 0.178], [1.827, -1.452, 0.564], [3.194, -0.441, 1.100], [4.572, 1.074, -2.336], [4.197, 2.701, -2.875], [3.715, 1.327, -3.878], [0.681, 2.715, -2.281], [1.907, 3.133, -3.466], [2.053, 3.733, -1.806]]}